No. 1
This record from OMol25 describes 2 unconnected molecules or ions with the total composition C5H12N. The level of theory is ωB97M-V/def2-TZVPD.

Values from the calculation:
**LUMO energy**: -5.383 eV
**Net charge**: +1
**E_HOMO**: -13.83 eV
**Frontier orbital gap**: 0.3103 hartree
**Calculated total energy**: -252.1568 Ha
**Largest force on an atom**: 0.0324 Eh/bohr

Atoms and positions in Å:
1 C 1.15 0.53 0.50
2 C 0.09 1.06 -0.11
3 C -1.14 1.56 0.60
4 C 2.40 0.10 -0.22
5 H 1.15 0.32 1.57
6 H 0.18 1.27 -1.17
7 H -1.16 2.64 0.57
8 H -2.06 1.13 0.21
9 H -1.10 1.26 1.65
10 H 2.44 0.57 -1.21
11 H 2.40 -0.99 -0.35
12 H 3.28 0.38 0.34
13 C -1.64 -1.63 -0.89
14 N -1.00 -1.64 0.21
15 H -1.83 -0.67 -1.35
16 H -2.04 -2.55 -1.30
17 H -0.78 -2.55 0.61
18 H -0.35 -0.80 0.34

---

No. 2
This record from OMol25 describes a molecular structure, C35H58N3OP2W. The level of theory is ωB97M-V/def2-TZVPD.

Values from the calculation:
**2S+1**: 3
**LUMO energy (alpha / beta)**: -10.897 / -10.914 eV
**Net charge**: +3
**E_HOMO (alpha / beta)**: -16.59 / -16.85 eV
**Frontier orbital gap (alpha / beta)**: 0.2092 / 0.2182 hartree
**Calculated total energy**: -2356.8413 Ha
**Largest force on an atom**: 0.1345 Eh/bohr

Atoms and positions in Å:
1 C -0.06 -3.05 0.50
2 C 2.01 -2.34 -0.42
3 C 0.38 -4.36 0.57
4 C 2.52 -3.65 -0.23
5 C 1.71 -4.65 0.25
6 H -0.33 -5.12 0.93
7 H 3.55 -3.82 -0.53
8 H 2.09 -5.66 0.39
9 N 0.70 -2.05 0.00
10 P -1.57 -0.99 1.68
11 P 1.89 0.15 -1.62
12 C -1.46 -2.68 0.95
13 H -2.14 -2.74 0.08
14 H -1.82 -3.42 1.67
15 C 2.72 -1.31 -1.06
16 H 3.77 -1.50 -1.28
17 C 1.44 -0.24 -3.45
18 C 3.19 1.54 -1.54
19 C -3.44 -0.50 1.64
20 C -0.97 -1.36 3.45
21 C 0.39 0.78 -3.92
22 H 0.77 1.81 -3.92
23 H 0.08 0.54 -4.95
24 H -0.50 0.74 -3.28
25 C 2.69 -0.19 -4.35
26 H 3.11 0.81 -4.45
27 H 3.46 -0.89 -4.00
28 H 2.40 -0.52 -5.37
29 C 0.84 -1.65 -3.56
30 H 0.53 -1.82 -4.61
31 H 1.56 -2.43 -3.30
32 H -0.06 -1.76 -2.94
33 C 2.72 2.73 -2.39
34 H 1.71 3.05 -2.10
35 H 3.39 3.58 -2.21
36 H 2.73 2.53 -3.47
37 C 3.35 2.05 -0.11
38 H 2.43 2.53 0.27
39 H 3.67 1.27 0.59
40 H 4.13 2.83 -0.11
41 C 4.57 1.03 -2.00
42 H 4.58 0.70 -3.04
43 H 5.28 1.87 -1.92
44 H 4.93 0.22 -1.37
45 C -0.87 0.01 4.15
46 H -0.58 -0.16 5.19
47 H -0.10 0.63 3.69
48 H -1.82 0.56 4.14
49 C 0.42 -2.03 3.45
50 H 0.36 -3.09 3.15
51 H 1.15 -1.53 2.82
52 H 0.80 -2.00 4.48
53 C -1.89 -2.31 4.23
54 H -1.34 -2.65 5.12
55 H -2.80 -1.82 4.59
56 H -2.17 -3.20 3.66
57 C -4.17 -1.39 0.63
58 H -4.22 -2.44 0.95
59 H -5.20 -1.03 0.50
60 H -3.68 -1.34 -0.35
61 C -3.55 0.95 1.14
62 H -3.24 1.04 0.09
63 H -4.60 1.26 1.19
64 H -2.98 1.66 1.77
65 C -4.16 -0.59 2.99
66 H -4.26 -1.63 3.33
67 H -3.70 0.02 3.77
68 H -5.19 -0.21 2.86
69 W 0.02 0.01 0.03
70 C 1.26 0.44 1.48
71 O 2.05 0.66 2.34
72 N -1.57 -0.30 -1.33
73 C -2.23 -0.78 -2.19
74 C -3.23 -1.00 -3.32
75 C -2.59 -1.89 -4.39
76 C -4.48 -1.71 -2.80
77 C -3.65 0.34 -3.92
78 H -1.74 -1.39 -4.87
79 H -2.25 -2.84 -3.96
80 H -3.33 -2.11 -5.16
81 H -5.06 -1.08 -2.12
82 H -5.13 -1.96 -3.65
83 H -4.22 -2.66 -2.30
84 H -4.39 0.16 -4.71
85 H -4.11 0.99 -3.17
86 H -2.80 0.86 -4.38
87 N -0.71 2.12 -0.03
88 C -0.02 3.29 0.53
89 C 0.31 4.34 -0.32
90 C 1.00 5.44 0.21
91 C 1.29 5.49 1.57
92 C 0.92 4.44 2.42
93 C 0.22 3.34 1.90
94 H -0.83 2.27 -1.04
95 H -1.66 2.07 0.35
96 H 0.03 4.29 -1.38
97 H 1.29 6.25 -0.46
98 H 1.82 6.36 1.98
99 H 1.16 4.47 3.47
100 H -0.14 2.54 2.56

---

No. 3
This record from OMol25 describes a molecular structure, C9H13NO2Pr. The level of theory is ωB97M-V/def2-TZVPD.

Values from the calculation:
**2S+1**: 3
**LUMO energy (alpha / beta)**: 3.071 / 3.065 eV
**Net charge**: -1
**E_HOMO (alpha / beta)**: -2.90 / -2.99 eV
**Frontier orbital gap (alpha / beta)**: 0.2195 / 0.2227 hartree
**Calculated total energy**: -1072.9161 Ha
**Largest force on an atom**: 0.0743 Eh/bohr

Atoms and positions in Å:
1 C -0.43 1.12 -2.12
2 C 0.97 1.28 -1.90
3 C 1.15 2.16 -0.78
4 C -0.15 2.54 -0.32
5 C -1.13 1.89 -1.14
6 Pr 0.05 -0.03 0.29
7 N -1.44 -1.48 0.00
8 C -0.41 -2.42 -0.52
9 C 1.00 -1.91 -0.74
10 H 2.09 2.39 -0.32
11 H 1.75 0.79 -2.45
12 H -0.36 3.09 0.58
13 H -2.19 1.91 -1.01
14 H -0.88 0.51 -2.89
15 H 1.38 -1.82 -1.75
16 H -0.30 -3.26 0.20
17 H -2.39 -1.84 -0.04
18 H 1.77 -2.14 0.01
19 H -0.73 -2.81 -1.52
20 C 0.51 0.15 4.80
21 O 0.08 0.18 3.41
22 C 1.04 0.04 2.52
23 O 2.21 -0.15 2.66
24 H 0.95 -0.84 4.95
25 H -0.42 0.31 5.33
26 H 1.23 0.96 4.90

---

No. 4
This record from OMol25 describes C8H8 in the gas phase. The level of theory is ωB97M-V/def2-TZVPD.

Values from the calculation:
**LUMO energy**: -0.233 eV
**E_HOMO**: -6.59 eV
**Frontier orbital gap**: 0.2338 hartree
**Calculated total energy**: -309.2833 Ha
**Largest force on an atom**: 0.1872 Eh/bohr

Atoms and positions in Å:
1 C -0.41 1.77 0.55
2 C 0.76 1.43 1.23
3 C 1.34 0.17 1.17
4 C 0.63 -0.85 0.57
5 C -0.62 -0.62 -0.01
6 C -1.13 0.68 -0.01
7 C -0.49 -1.82 -1.99
8 C -0.08 -0.88 -1.45
9 H -0.80 2.81 0.55
10 H 1.33 2.29 1.61
11 H 2.30 -0.01 1.62
12 H 1.07 -1.88 0.58
13 H -1.22 -1.40 -0.40
14 H -2.09 0.95 -0.53
15 H -0.80 -2.73 -2.47
16 H 0.22 0.11 -1.02

---

No. 5
This record from OMol25 describes a molecular structure, C28H18ClMoN5O2S. The level of theory is ωB97M-V/def2-TZVPD.

Values from the calculation:
**2S+1**: 3
**LUMO energy (alpha / beta)**: -7.282 / -7.347 eV
**Net charge**: +2
**E_HOMO (alpha / beta)**: -13.53 / -13.62 eV
**Frontier orbital gap (alpha / beta)**: 0.2296 / 0.2306 hartree
**Calculated total energy**: -2428.2194 Ha
**Largest force on an atom**: 0.0438 Eh/bohr

Atoms and positions in Å:
1 Mo 0.04 0.05 0.05
2 Cl -1.28 -0.56 6.98
3 C -0.87 -0.73 5.33
4 C 0.29 -1.44 4.97
5 C 0.60 -1.64 3.65
6 C -0.19 -1.08 2.63
7 O 0.12 -1.25 1.37
8 C -1.34 -0.31 2.98
9 C -2.21 0.20 1.98
10 N -1.84 0.31 0.73
11 C -2.75 0.51 -0.32
12 C -3.94 1.20 -0.28
13 C -4.72 1.33 -1.44
14 C -4.34 0.72 -2.61
15 C -3.15 -0.04 -2.68
16 C -2.73 -0.75 -3.82
17 C -1.57 -1.49 -3.75
18 C -0.81 -1.49 -2.59
19 N -1.14 -0.79 -1.50
20 C -2.33 -0.11 -1.53
21 C -1.68 -0.19 4.34
22 H 0.94 -1.82 5.75
23 H 1.49 -2.18 3.37
24 H -3.24 0.44 2.26
25 H -4.27 1.68 0.63
26 H -5.63 1.90 -1.39
27 H -4.96 0.80 -3.49
28 H -3.32 -0.72 -4.73
29 H -1.24 -2.09 -4.59
30 H 0.11 -2.07 -2.52
31 H -2.57 0.35 4.62
32 C -0.33 3.75 -2.39
33 C -0.64 2.69 -1.55
34 N 0.16 1.63 -1.38
35 C 1.33 1.62 -2.08
36 C 1.71 2.64 -2.98
37 C 0.84 3.74 -3.11
38 C 2.94 2.51 -3.68
39 C 3.75 1.43 -3.50
40 C 3.40 0.39 -2.60
41 C 4.19 -0.75 -2.36
42 C 3.75 -1.69 -1.46
43 C 2.55 -1.50 -0.78
44 N 1.78 -0.43 -0.97
45 C 2.19 0.50 -1.88
46 H -1.01 4.58 -2.46
47 H -1.56 2.70 -0.98
48 H 1.11 4.56 -3.76
49 H 3.22 3.30 -4.36
50 H 4.68 1.35 -4.05
51 H 5.13 -0.87 -2.88
52 H 4.34 -2.58 -1.25
53 H 2.19 -2.23 -0.06
54 O 1.92 0.89 3.37
55 S 1.58 1.90 2.39
56 N 0.94 1.23 1.17

---

No. 6
This record from OMol25 describes C6H12O in the gas phase. The level of theory is ωB97M-V/def2-TZVPD.

Values from the calculation:
**LUMO energy**: 1.073 eV
**E_HOMO**: -9.69 eV
**SMILES string**: CCC(C=O)CC
**Frontier orbital gap**: 0.3957 hartree
**Calculated total energy**: -311.0330 Ha
**Largest force on an atom**: 0.0358 Eh/bohr

Atoms and positions in Å:
1 C -2.47 -0.64 0.29
2 C -1.05 -0.86 -0.29
3 C 0.00 0.10 0.19
4 C -0.33 1.50 -0.27
5 O -0.36 2.48 0.44
6 C 1.37 -0.32 -0.33
7 C 2.51 0.46 0.30
8 H -2.76 -1.66 0.21
9 H -2.50 -0.32 1.34
10 H -3.19 -0.02 -0.27
11 H -0.76 -1.87 0.00
12 H -1.15 -0.90 -1.39
13 H -0.02 0.10 1.29
14 H -0.54 1.59 -1.36
15 H 1.37 -0.22 -1.42
16 H 1.48 -1.40 -0.12
17 H 3.47 0.12 -0.09
18 H 2.51 0.33 1.39
19 H 2.41 1.53 0.09

---

No. 7
This record from OMol25 describes 9 unconnected molecules or ions with the total composition C22H52N5O18. The level of theory is ωB97M-V/def2-TZVPD.

Values from the calculation:
**LUMO energy**: -1.974 eV
**Net charge**: +1
**E_HOMO**: -11.68 eV
**Frontier orbital gap**: 0.3566 hartree
**Calculated total energy**: -2497.4100 Ha
**Largest force on an atom**: 0.0969 Eh/bohr

Atoms and positions in Å:
1 C -3.84 -0.36 -2.75
2 C -4.63 0.36 -1.67
3 O -4.20 1.35 -1.08
4 N -5.79 -0.24 -1.26
5 H -4.70 2.40 0.79
6 H -6.20 0.37 -0.51
7 C -6.61 -1.21 -2.00
8 H -3.60 -1.36 -2.45
9 H -2.92 0.15 -2.93
10 H -4.39 -0.49 -3.68
11 H -7.37 -0.79 -2.68
12 H -6.98 -1.84 -1.22
13 H -6.00 -1.83 -2.64
14 C -1.75 -1.00 5.04
15 C -1.76 -1.20 3.58
16 O -2.46 -2.00 2.96
17 N -0.70 -0.41 2.89
18 H 0.35 -1.44 2.68
19 H -1.03 -0.10 2.04
20 C -0.06 0.68 3.69
21 H -2.50 -0.27 5.41
22 H -0.80 -0.72 5.47
23 H -1.97 -1.88 5.65
24 H 0.11 1.49 2.98
25 H 0.75 0.22 4.21
26 H -0.75 1.06 4.45
27 C 1.50 7.75 -0.68
28 C 2.94 7.31 -1.10
29 O 3.61 7.14 -0.05
30 N 3.44 7.27 -2.37
31 H 2.91 7.80 -3.05
32 H 2.30 5.67 0.85
33 C 4.88 7.51 -2.50
34 H 1.34 7.41 0.31
35 H 0.71 7.56 -1.44
36 H 1.53 8.83 -0.69
37 H 4.94 8.21 -3.30
38 H 5.37 6.59 -2.78
39 H 5.17 7.89 -1.51
40 C -2.06 3.70 0.04
41 C -1.32 2.38 0.24
42 O -1.55 1.64 1.24
43 N -0.61 1.78 -0.72
44 H 0.33 -0.86 -5.58
45 H -0.25 2.38 -1.51
46 C -0.11 0.43 -0.57
47 H -2.90 3.45 -0.60
48 H -1.56 4.36 -0.70
49 H -2.40 4.23 0.99
50 H 0.53 0.18 -1.47
51 H -0.99 -0.20 -0.54
52 H 0.50 0.30 0.30
53 C 4.84 -4.81 -2.75
54 O 4.30 -4.46 -1.45
55 C 3.23 -3.59 -1.42
56 C 2.76 -3.45 0.02
57 N 2.43 -4.70 0.67
58 H 3.33 -5.06 0.93
59 H 1.87 -4.60 1.56
60 C 1.64 -5.72 -0.10
61 C 0.22 -5.35 -0.59
62 O -0.39 -6.60 -0.74
63 C -1.78 -6.58 -1.01
64 H 4.32 -5.70 -3.13
65 H 5.89 -5.00 -2.62
66 H 4.77 -3.96 -3.46
67 H 2.42 -4.05 -2.03
68 H 3.50 -2.57 -1.80
69 H 1.87 -2.85 -0.11
70 H 3.54 -2.84 0.49
71 H 1.44 -6.56 0.60
72 H 2.32 -5.97 -0.93
73 H 0.15 -4.85 -1.59
74 H -0.36 -4.64 0.06
75 H -2.32 -7.26 -0.39
76 H -2.01 -6.72 -2.05
77 H -2.11 -5.57 -0.66
78 O 0.97 -2.84 4.51
79 C 0.94 -3.33 3.26
80 O 0.76 -2.33 2.35
81 O 1.18 -4.51 3.02
82 H 1.52 -3.35 5.15
83 O 1.77 5.16 2.89
84 C 2.39 4.19 2.17
85 O 2.57 4.64 0.99
86 O 2.78 3.15 2.58
87 H 1.83 4.98 3.90
88 O -3.62 1.95 3.55
89 C -4.65 1.80 2.64
90 O -5.55 1.06 2.68
91 O -4.30 2.69 1.66
92 H -2.93 2.35 3.01
93 O 2.87 -0.49 -3.97
94 C 1.66 -1.01 -4.16
95 O 1.24 -1.95 -3.54
96 O 1.18 -0.48 -5.26
97 H 3.08 0.13 -4.70

---

No. 8
This record from OMol25 describes a molecular structure, C53H56N7O7PRu. The level of theory is ωB97M-V/def2-TZVPD.

Values from the calculation:
**2S+1**: 2
**LUMO energy (alpha / beta)**: 1.993 / 2.035 eV
**Net charge**: -1
**E_HOMO (alpha / beta)**: -3.91 / -3.91 eV
**Frontier orbital gap (alpha / beta)**: 0.2168 / 0.2185 hartree
**Calculated total energy**: -3399.4084 Ha
**Largest force on an atom**: 0.0459 Eh/bohr

Atoms and positions in Å:
1 Ru 1.02 0.42 0.38
2 O 2.81 0.69 1.82
3 C 2.88 1.05 3.00
4 C 2.01 1.93 3.71
5 C 2.33 2.35 5.00
6 C 1.50 3.20 5.73
7 C 0.30 3.66 5.16
8 C -0.05 3.26 3.91
9 C 0.78 2.40 3.10
10 O 0.41 2.13 1.94
11 N 1.85 3.62 7.02
12 O 2.91 3.25 7.52
13 O 1.06 4.37 7.62
14 H 3.71 0.64 3.61
15 H 3.26 2.04 5.45
16 H -0.32 4.33 5.74
17 H -0.97 3.61 3.45
18 C 4.84 -2.24 -3.69
19 N 4.27 -1.12 -2.99
20 C 4.76 0.13 -3.12
21 C 4.24 1.17 -2.44
22 C 3.15 0.91 -1.52
23 O 2.65 1.81 -0.83
24 N 2.67 -0.36 -1.43
25 C 3.14 -1.37 -2.14
26 O 2.70 -2.52 -2.14
27 H 5.72 -1.92 -4.24
28 H 4.11 -2.67 -4.38
29 H 5.11 -3.02 -2.98
30 H 5.59 0.25 -3.80
31 H 4.62 2.17 -2.53
32 N -0.10 -1.32 -1.09
33 C -0.47 -2.20 -1.73
34 N -0.92 -3.16 -2.50
35 C -2.34 -3.41 -2.55
36 C -2.66 -4.08 -3.89
37 O -1.87 -5.23 -4.09
38 C -0.49 -4.92 -4.07
39 C -0.09 -4.33 -2.72
40 H -2.88 -2.47 -2.46
41 H -2.66 -4.08 -1.73
42 H -2.48 -3.36 -4.71
43 H -3.70 -4.41 -3.92
44 H -0.26 -4.20 -4.87
45 H 0.03 -5.86 -4.26
46 H 0.96 -4.01 -2.70
47 H -0.25 -5.07 -1.93
48 C 1.21 -5.02 4.62
49 C 1.58 -4.01 3.58
50 C 2.85 -3.98 3.01
51 C 3.13 -3.05 2.01
52 C 4.49 -3.00 1.37
53 C 2.16 -2.17 1.59
54 C 0.87 -2.11 2.19
55 C 0.62 -3.09 3.18
56 N 0.03 -1.16 1.75
57 C -1.36 -1.08 2.13
58 C -2.01 0.06 1.33
59 C -3.50 0.22 1.67
60 C -3.66 0.52 3.16
61 C -3.03 -0.61 3.96
62 C -3.74 -1.92 3.63
63 C -3.62 -2.22 2.13
64 C -4.24 -1.07 1.34
65 C -2.14 -2.36 1.76
66 C -1.55 -0.73 3.62
67 H 2.05 -5.65 4.89
68 H 0.40 -5.66 4.25
69 H 0.85 -4.52 5.52
70 H 3.60 -4.69 3.33
71 H 5.13 -3.80 1.72
72 H 4.97 -2.05 1.59
73 H 4.39 -3.08 0.28
74 H 2.36 -1.51 0.75
75 H -0.33 -3.15 3.69
76 H -1.89 -0.16 0.27
77 H -1.48 0.99 1.54
78 H -3.92 1.04 1.08
79 H -4.71 0.63 3.41
80 H -3.16 1.46 3.40
81 H -3.14 -0.40 5.03
82 H -4.80 -1.86 3.91
83 H -3.30 -2.74 4.20
84 H -4.14 -3.15 1.90
85 H -5.30 -0.97 1.59
86 H -4.16 -1.28 0.27
87 H -2.04 -2.51 0.68
88 H -1.73 -3.24 2.25
89 H -1.09 -1.47 4.27
90 H -1.04 0.22 3.81
91 N -0.24 1.38 -0.95
92 P -0.46 2.47 -2.01
93 C -0.72 4.18 -1.40
94 C -1.39 5.17 -2.11
95 C -1.62 6.40 -1.51
96 C -1.19 6.64 -0.22
97 C -0.51 5.66 0.48
98 C -0.28 4.42 -0.11
99 C -2.05 2.09 -2.87
100 C -2.29 2.15 -4.23
101 C -3.51 1.71 -4.73
102 C -4.48 1.21 -3.88
103 C -4.24 1.15 -2.51
104 C -3.03 1.59 -2.02
105 C 0.77 2.63 -3.36
106 C 1.53 3.77 -3.54
107 C 2.50 3.82 -4.53
108 C 2.72 2.72 -5.34
109 C 1.99 1.56 -5.14
110 C 1.03 1.51 -4.15
111 H -1.73 4.98 -3.12
112 H -2.15 7.17 -2.06
113 H -1.38 7.60 0.24
114 H -0.17 5.85 1.49
115 H 0.22 3.62 0.42
116 H -1.53 2.54 -4.90
117 H -3.70 1.76 -5.80
118 H -5.42 0.86 -4.28
119 H -4.99 0.75 -1.85
120 H -2.80 1.54 -0.96
121 H 1.37 4.63 -2.90
122 H 3.09 4.72 -4.66
123 H 3.47 2.77 -6.12
124 H 2.18 0.69 -5.76
125 H 0.46 0.60 -3.97